(1)
A 7-piece molecular cluster, C27H56NO21PS overall, computed with ωB97M-V with the def2-TZVPD basis set.

## Properties
- Orbital gap: 0.355 Ha
- Electronic energy: -93519.1290 eV
- 2S+1: 1
- Relative energy (zero: lowest compared OMol25 entry of this formula, charge and spin): 0.00 kcal per mole

CARTESIAN COORDINATES (ANGSTROEM)
C: 3.86 -1.58 -0.35
C: 3.40 -0.14 -0.09
C: 3.93 0.82 -1.15
C: 3.48 2.27 -0.98
O: 3.24 2.57 0.42
C: 2.02 2.98 0.80
O: 1.51 2.62 1.82
N: 1.43 3.93 -0.10
C: -0.04 3.94 -0.06
O: -0.46 2.62 -0.20
C: -1.88 2.50 -0.23
C: -2.26 1.06 0.06
C: -2.45 0.16 -1.17
P: 2.14 5.48 -0.03
S: 1.44 6.72 1.26
H: 4.84 -1.59 -0.83
H: 3.16 -2.12 -0.98
H: 3.95 -2.13 0.59
H: 3.71 0.19 0.90
H: 2.30 -0.11 -0.10
H: 3.57 0.50 -2.13
H: 5.02 0.78 -1.20
H: 4.25 2.96 -1.33
H: 2.57 2.47 -1.53
H: -0.41 4.39 0.87
H: -0.39 4.55 -0.91
H: -2.31 3.18 0.52
H: -2.24 2.82 -1.22
H: -1.49 0.66 0.71
H: -3.19 1.09 0.64
H: -3.39 -0.39 -1.10
H: -2.49 0.74 -2.10
H: -1.64 -0.57 -1.25
H: 2.06 5.88 -1.37
H: 3.48 5.11 0.12
C: 1.24 8.69 7.69
O: 1.27 8.08 6.40
C: 0.67 6.89 6.33
O: 0.12 6.33 7.25
O: 0.77 6.44 5.09
C: 0.17 5.16 4.86
H: 1.76 9.63 7.59
H: 0.21 8.85 8.01
H: 1.74 8.05 8.43
H: -0.90 5.20 5.06
H: 0.63 4.40 5.49
H: 0.35 4.94 3.81
C: 0.79 0.92 -3.25
O: 0.98 0.51 -4.60
C: 0.40 -0.65 -4.92
O: -0.25 -1.34 -4.17
O: 0.68 -0.93 -6.19
C: 0.11 -2.15 -6.67
H: 1.31 1.87 -3.16
H: -0.27 1.06 -3.02
H: 1.22 0.19 -2.57
H: -0.97 -2.13 -6.60
H: 0.49 -3.00 -6.09
H: 0.43 -2.23 -7.71
C: -0.46 0.63 3.81
O: -1.35 0.35 4.90
C: -2.58 0.81 4.74
O: -2.99 1.40 3.77
O: -3.30 0.50 5.82
C: -4.66 0.95 5.78
H: 0.49 0.19 4.08
H: -0.84 0.19 2.89
H: -0.35 1.71 3.67
H: -5.18 0.50 4.94
H: -4.70 2.03 5.69
H: -5.10 0.63 6.72
C: -3.28 -3.03 1.92
O: -3.60 -3.46 0.59
C: -4.46 -4.47 0.53
O: -4.95 -5.03 1.48
O: -4.67 -4.78 -0.74
C: -5.56 -5.89 -0.95
H: -2.58 -2.21 1.80
H: -4.17 -2.70 2.44
H: -2.81 -3.84 2.48
H: -6.53 -5.68 -0.52
H: -5.15 -6.80 -0.49
H: -5.63 -6.01 -2.02
C: 7.02 3.42 -6.72
O: 6.35 2.18 -6.99
C: 5.48 1.82 -6.05
O: 5.23 2.43 -5.05
O: 4.93 0.66 -6.41
C: 3.95 0.17 -5.48
H: 7.69 3.57 -7.57
H: 6.30 4.23 -6.66
H: 7.59 3.36 -5.80
H: 3.13 0.86 -5.38
H: 4.42 0.00 -4.51
H: 3.60 -0.77 -5.89
C: -1.97 -7.65 0.18
O: -1.79 -9.03 0.48
C: -2.90 -9.76 0.32
O: -3.97 -9.34 -0.05
O: -2.63 -11.02 0.64
C: -3.74 -11.92 0.52
H: -1.00 -7.18 0.34
H: -2.28 -7.52 -0.86
H: -2.71 -7.21 0.84
H: -4.10 -11.94 -0.51
H: -4.55 -11.61 1.17
H: -3.36 -12.89 0.81

(2)
A 2-piece molecular cluster, C28H23ClNO9S3 overall, computed with ωB97M-V with the def2-TZVPD basis set.

## Properties
- Orbital gap: 0.199 Ha
- Electronic energy: -94349.7274 eV
- 2S+1: 1
- Total charge: -1

CARTESIAN COORDINATES (ANGSTROEM)
O: -4.94 -0.13 1.84
N: -4.18 0.87 1.81
O: -4.61 2.05 1.73
C: -2.77 0.68 1.87
C: -1.92 1.80 1.90
C: -0.56 1.64 2.14
C: -0.04 0.35 2.39
S: 1.66 0.09 2.93
C: 2.65 -0.70 1.68
Cl: 2.61 0.05 0.16
O: 2.18 1.41 3.25
O: 1.61 -0.95 3.93
C: -0.88 -0.77 2.28
C: -2.24 -0.62 2.03
H: -2.37 2.78 1.76
H: 0.09 2.52 2.18
H: 2.33 -1.73 1.66
H: -0.49 -1.77 2.44
H: -2.92 -1.47 2.02
C: 8.04 1.62 5.98
O: 8.22 0.27 5.49
C: 7.32 -0.22 4.60
C: 7.59 -1.50 4.06
C: 6.83 -1.97 3.02
C: 5.71 -1.24 2.54
C: 5.01 -1.81 1.39
C: 5.62 -1.86 0.18
S: 5.41 -3.19 -0.98
C: 4.04 -4.14 -0.34
C: 4.22 -5.38 0.28
C: 3.11 -6.02 0.85
C: 1.84 -5.46 0.76
C: 1.66 -4.24 0.09
C: 2.76 -3.59 -0.47
O: 4.97 -2.60 -2.23
O: 6.59 -4.02 -0.92
S: 7.00 -0.68 -0.15
C: 7.50 -0.90 -1.86
C: 6.83 -0.20 -2.86
C: 7.28 -0.31 -4.18
C: 8.39 -1.10 -4.47
C: 9.05 -1.81 -3.46
C: 8.61 -1.70 -2.14
O: 6.46 0.65 -0.01
O: 8.14 -1.12 0.63
C: 5.37 -0.04 3.18
C: 6.18 0.50 4.16
H: 8.87 1.76 6.68
H: 8.10 2.35 5.16
H: 7.08 1.73 6.50
H: 8.43 -2.06 4.44
H: 7.06 -2.92 2.54
H: 4.17 -2.47 1.55
H: 5.21 -5.82 0.33
H: 3.25 -6.97 1.37
H: 0.98 -5.96 1.20
H: 0.68 -3.78 0.01
H: 2.64 -2.65 -1.00
H: 5.97 0.41 -2.60
H: 6.75 0.24 -4.96
H: 8.75 -1.17 -5.50
H: 9.92 -2.43 -3.67
H: 9.10 -2.23 -1.33
H: 4.45 0.46 2.87
H: 5.95 1.48 4.58

(3)
A 2-piece molecular cluster, CH3N3O2 overall, computed with ωB97M-V with the def2-TZVPD basis set.

## Properties
- Orbital gap: 0.387 Ha
- Electronic energy: -9648.6131 eV
- 2S+1: 1
- Relative energy (zero: lowest compared OMol25 entry of this formula, charge and spin): 64.98 kcal per mole

CARTESIAN COORDINATES (ANGSTROEM)
C: -0.52 -0.28 -1.95
N: 0.68 0.82 1.07
N: 0.01 -1.09 -1.26
N: -0.31 0.52 1.91
O: -0.50 -0.66 1.99
O: -1.13 0.38 -2.67
H: 0.98 0.10 0.42
H: 0.99 1.76 0.89
H: -0.20 -1.53 -0.39

(4)
One molecule with the formula C6H10N2, computed with ωB97M-V with the def2-TZVPD basis set.

## Properties
- Orbital gap: 0.375 Ha
- Electronic energy: -9362.2817 eV
- 2S+1: 1
- Relative energy (zero: lowest compared OMol25 entry of this formula, charge and spin): 49.70 kcal per mole

CARTESIAN COORDINATES (ANGSTROEM)
C: -2.63 -0.18 -0.09
C: -0.53 0.33 1.29
C: -1.37 0.57 0.06
C: -0.05 -0.31 0.02
C: -0.10 -1.89 0.01
C: 1.23 0.36 -0.46
N: -3.65 -0.74 -0.07
N: -1.41 1.88 -0.59
H: 0.02 1.08 1.90
H: -1.07 -0.42 2.05
H: -0.19 -2.31 -1.07
H: -0.95 -2.16 0.68
H: 0.92 -2.11 0.42
H: 1.38 0.15 -1.60
H: 2.10 -0.15 0.00
H: 1.32 1.48 -0.36
H: -2.39 2.20 -0.84
H: -1.19 2.60 0.17